[1]
The following is a quantum chemistry calculation of a molecular structure, C69H105N4O28Sr in a non-equilibrium geometry, from the Open Molecules 2025 dataset.

Geometry (Å):
Sr -14.487 -27.853 -18.425
O -10.938 -23.411 -10.130
H -11.502 -23.882 -9.498
H -10.803 -23.886 -11.006
H -10.064 -23.326 -9.671
C -11.774 -26.137 -15.455
C -10.791 -25.722 -14.498
C -11.336 -24.982 -13.212
O -10.559 -24.394 -12.455
C -12.781 -24.948 -12.959
C -13.642 -25.377 -13.954
C -13.113 -26.000 -15.230
O -13.899 -26.447 -16.136
O -14.902 -25.397 -13.733
O -9.557 -25.826 -14.683
H -11.377 -26.586 -16.355
H -13.158 -24.317 -12.167
C -13.711 -33.412 -14.528
O -13.603 -32.431 -15.552
C -13.323 -31.156 -15.007
C -13.298 -30.097 -16.077
N -14.561 -30.047 -16.848
C -14.578 -31.046 -17.937
C -15.785 -30.886 -18.866
O -15.657 -29.707 -19.605
C -16.821 -29.532 -20.378
H -12.718 -33.656 -14.144
H -14.205 -34.271 -14.977
H -14.364 -33.112 -13.704
H -12.395 -31.164 -14.426
H -14.134 -30.930 -14.304
H -12.447 -30.124 -16.761
H -13.271 -29.110 -15.607
H -15.292 -30.340 -16.211
H -14.871 -31.962 -17.423
H -13.768 -31.042 -18.668
H -16.626 -30.710 -18.183
H -15.959 -31.824 -19.394
H -16.781 -29.976 -21.375
H -16.760 -28.469 -20.637
H -17.786 -29.710 -19.905
C -9.487 -26.412 -9.645
O -9.587 -25.389 -8.692
C -8.324 -25.047 -8.146
C -7.597 -24.044 -9.043
N -8.257 -22.740 -9.081
C -7.588 -21.899 -10.027
C -6.279 -21.312 -9.519
O -6.604 -20.568 -8.341
C -5.584 -19.654 -7.965
H -10.464 -26.828 -9.897
H -8.788 -27.193 -9.347
H -9.165 -25.977 -10.599
H -7.697 -25.932 -8.007
H -8.471 -24.673 -7.131
H -7.700 -24.346 -10.087
H -6.526 -24.080 -8.821
H -8.314 -22.273 -8.184
H -8.156 -20.992 -10.259
H -7.435 -22.322 -11.019
H -5.841 -20.685 -10.300
H -5.500 -22.026 -9.239
H -4.674 -20.040 -7.499
H -5.941 -18.960 -7.201
H -5.376 -18.982 -8.801
C -17.366 -28.018 -16.038
O -16.818 -27.410 -17.219
C -17.546 -26.236 -17.545
C -17.324 -25.863 -18.990
N -15.862 -25.846 -19.329
C -15.107 -24.724 -18.717
C -13.712 -24.459 -19.351
O -12.912 -25.631 -19.059
C -11.500 -25.267 -19.029
H -18.388 -28.283 -16.314
H -17.285 -27.373 -15.165
H -16.841 -28.954 -15.859
H -17.182 -25.491 -16.833
H -18.605 -26.356 -17.304
H -17.745 -24.911 -19.318
H -17.734 -26.621 -19.660
H -15.692 -25.701 -20.319
H -15.000 -24.859 -17.641
H -15.677 -23.822 -18.962
H -13.302 -23.624 -18.788
H -13.826 -24.220 -20.411
H -11.176 -25.198 -20.069
H -10.965 -26.078 -18.541
H -11.402 -24.308 -18.524
C -13.165 -20.154 -9.521
O -13.172 -21.408 -10.195
C -14.307 -22.304 -10.177
C -15.362 -21.889 -11.222
N -15.989 -20.646 -10.830
C -17.167 -20.340 -11.632
C -17.437 -18.880 -11.375
O -16.341 -18.051 -11.586
C -16.632 -16.717 -11.771
H -13.214 -19.343 -10.252
H -12.211 -20.002 -9.017
H -13.992 -19.969 -8.834
H -14.740 -22.538 -9.203
H -13.741 -23.190 -10.476
H -16.122 -22.669 -11.303
H -14.837 -21.841 -12.184
H -15.398 -19.828 -10.837
H -18.095 -20.872 -11.411
H -17.014 -20.528 -12.702
H -17.844 -18.740 -10.367
H -18.236 -18.603 -12.076
H -15.752 -16.199 -12.151
H -16.886 -16.389 -10.755
H -17.474 -16.534 -12.445
C -7.098 -31.519 -14.031
C -6.478 -30.466 -13.301
C -6.768 -29.128 -13.661
C -7.735 -28.885 -14.614
C -8.396 -29.902 -15.251
C -7.910 -31.197 -15.121
O -8.577 -32.258 -15.708
O -6.309 -28.037 -12.991
H -6.726 -32.507 -13.801
H -5.793 -30.656 -12.487
H -8.157 -27.908 -14.818
H -9.272 -29.641 -15.835
H -9.168 -31.875 -16.362
H -6.807 -27.263 -13.311
C -7.348 -23.449 -13.612
C -6.468 -22.355 -13.649
C -5.250 -22.428 -12.955
C -4.909 -23.556 -12.246
C -5.715 -24.663 -12.288
C -6.906 -24.600 -12.995
O -7.658 -25.740 -13.022
O -4.355 -21.407 -13.079
H -8.246 -23.436 -14.212
H -6.748 -21.456 -14.184
H -4.019 -23.565 -11.631
H -5.493 -25.554 -11.717
H -8.463 -25.612 -13.582
H -4.788 -20.687 -13.547
C -12.060 -21.653 -17.779
C -13.460 -21.488 -17.681
C -14.073 -22.051 -16.558
C -13.328 -22.680 -15.561
C -11.962 -22.764 -15.646
C -11.333 -22.244 -16.748
O -9.968 -22.297 -16.817
O -15.422 -21.918 -16.402
H -11.528 -21.149 -18.575
H -14.117 -21.122 -18.457
H -13.769 -23.006 -14.628
H -11.438 -23.415 -14.960
H -9.671 -23.217 -16.427
H -15.661 -22.492 -15.638
C -14.623 -28.256 -11.940
C -13.992 -29.463 -11.955
C -14.650 -30.615 -11.482
C -15.987 -30.532 -11.067
C -16.627 -29.306 -11.128
C -15.961 -28.174 -11.598
O -16.602 -26.988 -11.820
O -14.089 -31.855 -11.575
H -14.136 -27.317 -12.171
H -12.957 -29.668 -12.204
H -16.565 -31.409 -10.814
H -17.656 -29.155 -10.830
H -16.175 -26.357 -12.406
H -13.221 -32.104 -11.890
C -19.518 -25.052 -14.990
C -18.222 -24.790 -14.595
C -17.691 -23.546 -14.785
C -18.429 -22.596 -15.474
C -19.673 -22.922 -16.008
C -20.250 -24.122 -15.671
O -21.601 -24.254 -15.949
O -16.421 -23.226 -14.390
H -19.889 -26.042 -14.758
H -17.712 -25.589 -14.075
H -17.948 -21.643 -15.651
H -20.275 -22.211 -16.556
H -21.888 -24.112 -16.853
H -15.922 -24.056 -14.207
C -8.189 -23.577 -18.848
C -7.765 -24.073 -20.073
C -7.499 -25.410 -20.199
C -7.544 -26.281 -19.083
C -8.121 -25.791 -17.920
C -8.284 -24.409 -17.744
O -8.864 -24.065 -16.555
O -7.245 -25.976 -21.407
H -8.524 -22.554 -18.748
H -7.890 -23.415 -20.922
H -7.194 -27.302 -19.141
H -8.389 -26.500 -17.145
H -8.996 -24.827 -15.956
H -7.830 -26.716 -21.580
C -11.044 -20.823 -12.551
C -10.571 -20.070 -13.795
O -9.838 -18.930 -13.435
C -10.094 -18.729 -12.092
O -9.691 -17.865 -11.380
O -10.867 -19.726 -11.597
H -10.369 -21.648 -12.320
H -12.068 -21.181 -12.480
H -11.418 -19.773 -14.417
H -9.999 -20.770 -14.408

## Properties
Molar mass   1526.219 Da
LUMO energy   -3.068 eV
Net charge   +1
2S+1   1



[2]
The following is a quantum chemistry calculation of 11 unconnected molecules or ions with the total composition C69H154N6O11 in a non-equilibrium geometry, from the Open Molecules 2025 dataset.

Geometry (Å):
C 2.990 -2.068 2.209
C 2.279 -3.293 2.896
C 1.026 -2.848 3.704
C 1.817 -4.315 1.791
C 2.967 -5.001 1.033
C 3.743 -5.766 2.104
C 4.281 -4.887 3.298
C 4.752 -5.808 4.416
C 5.452 -4.060 2.756
N 3.146 -4.056 3.775
O 3.481 -3.314 4.918
H 2.237 -1.399 1.733
H 3.530 -1.383 2.863
H 3.708 -2.271 1.398
H 0.218 -2.637 3.016
H 0.837 -3.645 4.411
H 1.315 -2.009 4.334
H 1.161 -5.036 2.324
H 1.167 -3.754 1.119
H 2.561 -5.717 0.327
H 3.646 -4.362 0.468
H 4.530 -6.402 1.697
H 3.104 -6.523 2.515
H 5.430 -5.350 5.140
H 5.240 -6.658 3.997
H 3.942 -6.189 5.047
H 5.670 -3.239 3.438
H 5.159 -3.780 1.763
H 6.356 -4.668 2.721
H 4.060 -2.616 4.533
C 0.820 5.257 3.590
C 1.967 4.480 3.016
C 1.453 3.770 1.739
C 3.100 5.494 2.631
C 4.400 4.780 2.374
C 4.836 3.993 3.595
C 3.758 2.906 3.965
C 3.734 1.676 2.981
C 4.149 2.404 5.325
N 2.449 3.570 4.030
O 1.487 2.698 4.542
H 0.309 5.881 2.835
H 0.064 4.594 4.012
H 1.192 5.969 4.354
H 1.310 4.495 0.933
H 2.260 3.096 1.468
H 0.585 3.137 1.989
H 2.758 5.995 1.758
H 3.331 6.263 3.357
H 4.346 4.104 1.521
H 5.268 5.412 2.123
H 4.952 4.768 4.372
H 5.797 3.477 3.430
H 3.798 1.977 1.904
H 2.897 1.079 3.284
H 4.604 1.057 3.206
H 4.041 3.212 6.018
H 5.141 2.079 5.522
H 3.483 1.583 5.602
H 1.409 2.065 3.823
C -3.757 2.625 -0.960
C -5.108 2.026 -1.340
C -5.692 2.643 -2.620
C -5.122 0.461 -1.459
C -6.497 -0.264 -1.549
C -7.162 0.156 -0.179
C -7.387 1.653 -0.011
C -8.406 2.216 -1.056
C -7.901 1.966 1.452
N -6.045 2.350 -0.184
O -6.161 3.728 0.050
H -3.953 3.644 -0.708
H -3.294 2.085 -0.112
H -3.034 2.417 -1.771
H -5.102 2.538 -3.522
H -6.645 2.176 -2.897
H -5.888 3.725 -2.464
H -4.585 0.328 -2.408
H -4.490 0.061 -0.621
H -7.035 0.219 -2.376
H -6.383 -1.349 -1.744
H -6.393 -0.130 0.529
H -8.140 -0.268 0.146
H -8.285 1.604 -1.933
H -8.232 3.240 -1.402
H -9.477 2.059 -0.717
H -7.184 1.556 2.197
H -8.926 1.567 1.598
H -8.003 3.052 1.494
H -6.195 3.804 1.023
C -1.468 1.563 -4.559
C -1.847 0.311 -5.405
C -3.348 0.035 -5.156
C -1.602 0.693 -6.921
C -1.769 -0.498 -7.834
C -0.730 -1.507 -7.317
C -0.917 -1.949 -5.846
C -2.260 -2.791 -5.708
C 0.302 -2.859 -5.505
N -0.902 -0.772 -5.013
O -1.057 -1.149 -3.671
H -0.392 1.687 -4.456
H -1.869 2.512 -4.974
H -1.793 1.533 -3.524
H -3.825 0.991 -5.052
H -3.771 -0.568 -5.952
H -3.549 -0.488 -4.208
H -2.262 1.489 -7.229
H -0.571 1.099 -7.063
H -2.716 -1.052 -7.767
H -1.597 -0.305 -8.928
H 0.299 -1.113 -7.457
H -0.729 -2.386 -7.958
H -3.024 -2.446 -6.432
H -2.738 -2.810 -4.732
H -2.009 -3.857 -5.945
H 0.334 -3.580 -6.359
H 0.192 -3.301 -4.536
H 1.080 -2.124 -5.661
H -0.193 -0.957 -3.248
C -4.217 -4.976 1.275
C -2.869 -5.628 0.886
C -2.302 -6.417 2.082
C -2.998 -6.540 -0.379
C -3.248 -5.651 -1.586
C -1.932 -4.942 -1.870
C -1.769 -3.873 -0.765
C -0.316 -3.373 -0.929
C -2.749 -2.721 -0.928
N -1.858 -4.556 0.547
O -1.684 -3.681 1.594
H -4.260 -3.981 0.813
H -5.099 -5.476 0.927
H -4.253 -4.736 2.350
H -2.174 -5.795 2.964
H -2.937 -7.279 2.327
H -1.299 -6.780 1.799
H -2.010 -7.020 -0.604
H -3.767 -7.301 -0.251
H -3.619 -6.190 -2.448
H -4.032 -4.982 -1.323
H -1.954 -4.580 -2.870
H -1.168 -5.714 -1.746
H -0.202 -2.629 -1.730
H 0.420 -4.162 -1.054
H -0.048 -2.854 -0.029
H -2.584 -2.000 -0.135
H -3.803 -2.991 -0.889
H -2.531 -2.212 -1.889
H -0.858 -3.843 2.055
C -3.237 0.617 1.839
C -2.916 -0.296 3.090
C -3.773 -1.580 3.013
C -1.450 -0.678 3.122
C -0.537 0.444 3.573
C -0.908 0.866 5.008
C -2.338 1.386 5.067
C -2.830 1.470 6.519
C -2.435 2.764 4.372
N -3.231 0.382 4.346
O -4.576 0.889 4.309
H -4.282 0.981 1.919
H -2.540 1.449 1.837
H -3.075 0.038 0.939
H -3.855 -1.957 3.997
H -4.802 -1.382 2.742
H -3.324 -2.317 2.337
H -1.376 -1.426 3.942
H -1.158 -1.258 2.280
H 0.504 0.101 3.480
H -0.517 1.312 2.897
H -0.336 1.672 5.414
H -0.676 0.000 5.618
H -2.128 2.082 7.059
H -2.714 0.449 6.835
H -3.884 1.802 6.625
H -2.017 2.795 3.354
H -1.808 3.475 4.930
H -3.441 3.151 4.295
H -5.082 0.336 4.911
C 4.151 4.023 -2.558
C 4.170 5.241 -1.602
C 5.552 5.679 -1.135
O 3.653 6.405 -2.290
H 3.071 3.856 -2.765
H 4.559 3.097 -2.131
H 4.685 4.242 -3.488
H 3.616 5.079 -0.667
H 6.222 5.877 -1.995
H 6.052 4.900 -0.513
H 5.514 6.603 -0.559
H 2.711 6.462 -2.089
C 3.780 -2.526 -3.572
C 3.918 -3.079 -2.166
C 5.324 -3.498 -1.814
O 3.428 -2.101 -1.272
H 4.344 -1.599 -3.655
H 2.750 -2.333 -3.912
H 4.165 -3.263 -4.307
H 3.247 -3.943 -2.061
H 5.697 -4.381 -2.312
H 5.384 -3.696 -0.713
H 5.975 -2.607 -2.029
H 3.901 -1.265 -1.398
C 6.879 1.819 -0.985
C 6.547 0.333 -0.921
C 6.516 -0.195 0.499
O 5.157 0.191 -1.370
H 6.076 2.333 -0.461
H 6.844 2.134 -2.024
H 7.901 1.996 -0.599
H 7.191 -0.305 -1.581
H 7.513 -0.098 0.927
H 6.179 -1.236 0.534
H 5.839 0.386 1.167
H 5.094 0.531 -2.261
C -0.865 4.866 -1.912
C 0.319 5.404 -2.652
C 0.055 6.235 -3.932
O 1.142 6.198 -1.727
H -1.588 4.271 -2.482
H -1.453 5.660 -1.397
H -0.463 4.174 -1.170
H 0.888 4.512 -2.875
H -0.618 5.710 -4.630
H 0.991 6.231 -4.513
H -0.373 7.188 -3.736
H 0.477 6.808 -1.375
C -0.489 0.608 -0.950
C 0.828 0.775 -1.718
C 1.999 1.000 -0.809
O 1.120 -0.414 -2.519
H -0.781 1.562 -0.454
H -0.422 -0.230 -0.214
H -1.191 0.288 -1.721
H 0.747 1.645 -2.373
H 1.935 1.962 -0.291
H 2.992 1.040 -1.289
H 1.934 0.219 -0.033
H 1.785 -0.971 -2.099

## Properties
Molar mass   1244.022 Da
SMILES   CC1(C)CCCC(C)(C)N1O.CC1(C)CCCC(C)(C)N1O.CC1(C)CCCC(C)(C)N1O.CC1(C)CCCC(C)(C)N1O.CC1(C)CCCC(C)(C)N1O.CC1(C)CCCC(C)(C)N1O.CC(C)O.CC(C)O.CC(C)O.CC(C)O.CC(C)O
LUMO energy   0.399 eV
2S+1   1



Number 1: HOMO -9.257 eV. Number 2: HOMO -7.809 eV.